DFT (ωB97M-V/def2-TZVPD) results for C51H47HfN4O4PS2Se2 as an isolated structure.

Last column: Löwdin charge in e.
Positions of all 112 atoms, in Å:
Hf 0.50702 -0.44663 1.15895  1.44
C 4.81147 1.00455 2.54183  -0.08
O 4.33342 2.19758 3.16872  -0.08
C 3.09885 2.78623 3.00751  -0.19
C 3.07083 4.13142 3.33811  -0.03
C 1.88154 4.83910 3.44768  -0.10
C 0.66165 4.23064 3.17617  -0.04
C 0.64446 2.82778 2.93110  -0.17
C -0.61695 2.22298 2.82586  -0.12
N -0.79708 0.93654 2.60404  -0.10
N -2.06449 0.45457 2.74034  0.07
C -2.03524 -0.85563 2.64035  -0.44
O -0.89742 -1.48585 2.49049  -0.24
C -3.29511 -1.66527 2.78373  -0.13
C -3.23774 -3.05305 2.97943  -0.04
C -4.40650 -3.75128 3.28439  -0.09
C -5.64091 -3.10271 3.23591  -0.10
C -5.71398 -1.73897 2.95298  -0.08
C -4.53623 -1.00319 2.73087  -0.03
C 1.85997 2.09240 2.76309  -0.23
O 1.83361 0.81369 2.38591  -0.29
H 5.77152 0.78756 3.02863  0.10
H 4.99605 1.14703 1.47784  0.06
H 4.16098 0.14548 2.67824  0.03
H 4.00737 4.63333 3.59017  0.12
H 1.91321 5.87585 3.76770  0.10
H -0.27113 4.79070 3.14998  0.12
H -1.53256 2.78220 3.04389  0.10
H -2.27489 -3.57259 2.93082  0.11
H -4.33712 -4.81068 3.54739  0.10
H -6.57218 -3.65559 3.40107  0.10
H -6.68212 -1.23351 2.89590  0.10
H -4.58009 0.06072 2.50525  0.11
Se 3.18453 -0.78434 0.05393  0.79
Se 3.97636 -2.67430 1.41699  0.78
C 2.76577 -2.43215 2.91654  -0.62
C 3.23115 -3.23471 4.01357  -0.13
C 2.57070 -3.16022 5.22234  -0.06
C 1.55758 -2.19308 5.37268  -0.04
C 1.18336 -1.44333 4.27967  -0.09
N 1.68664 -1.66733 3.01286  -0.04
C 2.68199 -1.70817 -1.55911  -0.64
C 3.41586 -2.80621 -2.06880  -0.08
C 2.92095 -3.35186 -3.26194  -0.07
C 1.79074 -2.82443 -3.88689  -0.06
C 1.14537 -1.75847 -3.24000  -0.12
N 1.62215 -1.18213 -2.12373  0.02
H 4.05407 -3.94567 3.86285  0.09
H 2.86168 -3.82220 6.04825  0.12
H 1.04480 -2.02046 6.34219  0.12
H 0.37968 -0.69957 4.29422  0.11
H 4.31665 -3.19798 -1.56809  0.09
H 3.45703 -4.22131 -3.66864  0.11
H 1.40512 -3.19895 -4.83505  0.11
H 0.26717 -1.27448 -3.67327  0.11
C -2.32155 -3.37599 -1.49074  -0.05
C -1.19383 -4.24777 -0.89636  -0.61
C -0.46854 -5.07757 -1.97009  -0.04
C -1.68950 -5.16673 0.22685  -0.04
C -0.29764 -3.29116 -0.26971  -0.12
C 0.26588 -2.34622 0.30640  -0.23
H -3.08555 -3.96900 -1.98347  0.08
H -1.89675 -2.70713 -2.24074  0.06
H -2.76371 -2.76770 -0.70189  0.07
H -1.09034 -5.89060 -2.35475  0.08
H 0.45456 -5.49359 -1.55012  0.09
H -0.18276 -4.47458 -2.83026  0.06
H -2.37208 -5.94181 -0.13112  0.09
H -2.16214 -4.59353 1.01182  0.05
H -0.81621 -5.64163 0.68132  0.09
S -2.29437 3.30926 0.29938  0.30
P -2.18936 1.87294 -1.03160  0.14
S -1.53895 -0.06425 -0.80414  0.37
C -3.87847 1.59176 -1.64823  -0.40
C -4.33279 2.30710 -2.74993  -0.08
C -5.64872 2.12173 -3.18594  -0.09
C -6.50986 1.25369 -2.53238  -0.09
C -6.02679 0.50371 -1.46189  -0.09
C -4.71526 0.65113 -1.02914  -0.11
C -1.28640 2.53375 -2.46939  -0.42
C -1.00261 1.64297 -3.51360  -0.12
C -0.18562 2.05279 -4.55453  -0.10
C 0.31519 3.35913 -4.58561  -0.09
C -0.09292 4.26847 -3.61540  -0.08
C -0.92429 3.86530 -2.54429  -0.13
H -3.70438 3.02203 -3.23868  0.10
H -5.97890 2.66920 -4.06656  0.10
H -7.53819 1.13951 -2.89092  0.10
H -6.65651 -0.24890 -1.00424  0.10
H -4.28794 0.01339 -0.22599  0.08
H -1.45049 0.63068 -3.49036  0.09
H 0.11079 1.35159 -5.33061  0.10
H 1.00167 3.66499 -5.38301  0.11
H 0.22699 5.31606 -3.65235  0.11
H -1.24028 4.55678 -1.76271  0.06
C 1.41510 3.78656 -0.27682  -0.01
C 1.74481 2.38074 -0.65277  -0.26
O 1.02028 1.38868 -0.25476  -0.20
C 2.93658 2.33182 -1.58854  -0.16
C 2.91733 1.56905 -2.75599  -0.04
C 3.96290 1.61222 -3.68591  -0.06
C 5.03231 2.47844 -3.49824  -0.07
C 5.04996 3.29062 -2.35529  -0.07
C 4.01796 3.22578 -1.41950  -0.03
H 0.43395 3.81101 0.19538  0.04
H 1.41097 4.41222 -1.16959  0.09
H 2.16361 4.19280 0.41918  0.09
H 2.05390 0.92778 -2.93161  0.09
H 3.93200 0.92216 -4.53200  0.11
H 5.84017 2.59130 -4.22762  0.11
H 5.86578 4.00957 -2.20389  0.11
H 4.07139 3.88531 -0.55199  0.11

Computed properties:
Kohn-Sham gap in eV: 6.26
Relative energy (zero: lowest compared OMol25 entry of this formula, charge and spin) in kcal per mole: 0.0